Computed, not measured: a molecular structure, C28H23Co2N4O6 in a non-equilibrium geometry, with ωB97M-V with the def2-TZVPD basis set.

Cartesian coordinates (Å):
H: -4.1632 1.0941 -4.4993
H: 0.2509 -0.0427 -2.4870
H: -0.8153 -0.9654 1.6118
H: 1.1616 0.4078 2.4809
O: -6.7207 -1.2636 -3.0179
N: 2.9425 1.0863 0.7009
C: -0.7509 2.2827 2.6102
H: -1.2163 0.4126 0.5859
N: 0.2934 2.1239 1.6011
H: 4.4361 -0.3912 0.1426
C: -2.9067 -1.4924 -0.5419
C: -3.9818 -1.6661 0.2531
H: 6.7022 3.4699 2.0451
C: 8.5223 0.0345 1.8773
C: -1.8912 -0.0585 -2.2206
C: -1.5287 0.9568 2.5796
C: -4.0947 -2.8364 -2.7236
H: -4.0687 -0.0240 -2.2924
O: -4.1835 -2.8208 -3.8743
O: -6.7434 0.4899 0.9019
H: 1.0895 2.7525 1.7128
C: 1.6252 0.5060 0.3716
C: -3.1396 0.2714 -2.7989
H: 1.7694 -0.5636 0.1522
H: 1.2149 0.9956 -0.5389
C: -0.7486 0.1239 1.5405
C: 8.5632 2.4067 2.3430
C: -0.7035 0.2695 -2.9199
H: -0.3090 2.4244 3.6156
C: 7.1832 0.1263 1.4975
C: -1.7875 -0.8021 -0.9839
O: -5.7257 -5.2531 -0.7891
C: 6.4857 1.3647 1.5573
H: 0.1591 1.0887 -4.7095
C: 4.1946 0.5580 0.5996
Co: -3.8001 -3.0211 -0.9582
H: 6.6422 -0.7584 1.1533
O: -8.2571 -3.5321 0.5504
C: 9.2317 1.1742 2.2740
C: 7.2140 2.5047 1.9950
N: 3.0321 2.3066 1.3332
C: -5.1457 -4.2419 -0.7930
Co: -5.9141 -2.0077 -0.3097
C: 0.6592 0.7419 1.5436
H: 9.1031 3.2934 2.6733
H: -0.7861 -1.1614 -0.7031
C: -6.4159 -0.5087 0.4221
C: -6.3246 -1.5901 -1.9810
C: -3.1914 0.8828 -4.0512
H: -1.3764 3.1547 2.3910
H: 9.0185 -0.9352 1.8626
C: -2.0098 1.1850 -4.7377
C: -0.7653 0.8766 -4.1702
H: -2.5723 1.1120 2.2846
H: -3.9362 -1.5110 1.3530
C: -2.5186 -4.2600 -0.9754
N: 4.2791 2.5264 1.6383
C: -7.3421 -2.9020 0.2316
H: -1.5218 0.4608 3.5550
O: -1.7055 -5.0831 -1.0129
H: 10.2903 1.0989 2.5284
C: 5.0539 1.4582 1.2333
H: -2.0562 1.6706 -5.7136

Force components x, y, z for each atom (eV/Å):
0.3 0.0 0.1
-0.2 0.2 -0.2
0.1 0.2 0.3
0.2 0.0 -0.2
0.4 -0.4 1.2
1.2 0.8 0.5
0.3 0.1 0.4
0.4 -0.3 0.3
0.0 1.3 0.0
-0.4 0.1 0.0
0.3 2.0 1.1
-0.9 2.1 1.6
0.1 -0.4 0.0
0.0 0.3 -0.1
0.2 0.5 0.9
0.2 -0.4 0.1
0.9 0.8 -2.3
0.4 0.2 -0.2
-0.1 -0.4 1.5
0.2 -1.0 -0.6
-0.5 -0.3 0.1
-0.6 0.1 -0.4
-0.1 -0.1 -0.3
0.1 0.4 0.2
0.3 -0.2 0.6
-0.3 0.6 -0.9
0.0 -0.5 -0.2
-0.3 0.0 -0.4
-0.2 0.1 -0.2
-0.5 0.8 0.1
-0.2 -0.7 -0.9
0.6 1.3 -0.1
1.3 -0.1 0.3
-0.2 0.0 0.1
0.2 0.5 0.7
0.3 -5.8 -1.7
0.2 0.2 0.2
0.6 0.9 -0.5
-0.5 0.1 0.0
-0.3 -0.5 -0.2
0.9 -1.0 -0.5
-0.5 -1.0 0.7
-0.7 0.7 -0.1
-0.1 -0.4 0.7
-0.2 -0.2 -0.1
-0.5 -0.6 -0.7
0.3 1.1 0.8
-0.6 0.9 -1.8
0.4 -0.1 0.3
0.1 -0.1 0.0
-0.1 0.2 -0.1
0.0 0.2 -0.1
-0.2 -0.1 0.4
0.2 -0.2 0.0
0.2 0.2 -0.8
0.7 -0.9 0.1
-0.3 -0.9 -0.4
-0.3 -1.7 1.0
0.0 0.2 0.0
-1.1 1.3 0.0
-0.3 0.0 0.0
-1.3 0.1 -0.3
0.0 -0.2 0.2

The total charge is -1. The energy relative to the best compared isomer or geometry (same formula, charge and spin) comes out at 54.6 kJ/mol. The HOMO energy comes out at -0.118 Ha. The LUMO energy comes out at 2.19 eV.

=====

Computed, not measured: a molecular structure, C28H23FN6O6PtS in a non-equilibrium geometry, with ωB97M-V with the def2-TZVPD basis set.

Cartesian coordinates (Å):
N: 2.2662 -0.6292 5.5630
H: 3.2781 -4.5807 1.7270
C: 2.7484 -3.6611 1.5294
H: -0.1861 0.2416 -5.5153
H: 1.5745 -0.6416 -1.7238
C: 2.0636 3.6046 -5.9465
O: 4.2114 3.1331 -6.7423
H: -2.0161 -0.7178 4.7333
H: 2.8896 1.3972 -8.3945
O: 1.1765 -2.4926 4.8791
N: -2.0072 2.3001 -5.6955
C: -3.2266 2.3833 -3.6799
N: -0.2450 0.3087 -1.6793
C: 1.5780 -3.6776 0.8018
H: 1.5712 1.8410 0.8434
C: 5.1323 2.2915 -7.3952
N: 0.0610 -0.5018 4.8578
H: -4.1867 2.5114 -1.7854
H: -1.0537 -2.1763 4.3677
C: 0.1193 2.3960 -6.7040
O: -1.7877 -1.4583 1.9714
C: 3.2277 -2.4483 2.0189
C: 1.2294 1.4745 5.4388
H: 5.0116 1.2518 -7.0771
C: -1.1086 -1.0929 4.2534
C: 0.9284 1.7486 -7.6603
Pt: -0.4114 0.2284 0.3135
H: 1.1567 -4.5846 0.4031
H: 5.0520 2.3457 -8.4851
O: 3.4880 1.1782 6.1767
H: 2.8626 -0.3216 2.0578
F: 1.2275 2.8107 5.5862
C: 0.8220 -0.2928 -3.7089
C: 0.7185 3.3700 -5.8696
O: -0.4606 0.2475 2.3987
C: 0.5958 2.0216 0.3966
C: 0.1225 0.8500 4.9913
C: -2.3387 1.4419 -1.6127
C: 0.7791 -0.2250 -2.3261
H: 3.0681 -1.2126 5.7800
H: 0.4626 1.0370 -8.3241
C: 2.8799 2.8735 -6.8236
C: 2.5256 -1.2933 1.7180
C: 2.4397 0.7409 5.7728
H: 1.6258 -0.8145 -4.1992
C: -3.3382 2.1430 -2.3402
S: -0.5574 -2.3923 -0.3180
H: 0.7066 2.4619 -0.5936
H: -0.0054 2.6700 1.0319
C: -0.1760 0.3298 -4.4417
N: 1.4220 -1.2997 0.9888
H: -0.7592 1.4065 4.7155
O: -2.4004 1.2568 -0.3515
H: 0.0938 3.8997 -5.1676
C: -1.2299 0.9418 -2.3671
C: 0.9229 -2.4651 0.5585
C: -1.1467 -0.7568 2.7401
H: 2.5315 4.3505 -5.3239
C: 2.2874 1.9531 -7.6922
C: -1.1724 1.0450 -3.7858
H: 4.1336 -2.3982 2.6017
C: 1.1691 -1.3003 5.0759
H: 6.1137 2.6520 -7.0877
C: -2.1370 1.8985 -4.4484
N: -1.1440 1.9897 -6.5688
H: -3.9745 2.9712 -4.1887

Force components x, y, z for each atom (eV/Å):
0.3 -0.1 0.0
0.0 -0.1 0.0
0.2 0.2 0.2
0.1 0.1 0.0
0.0 0.0 0.1
0.4 0.0 -0.1
-0.2 0.3 0.1
0.1 0.0 0.0
0.1 0.0 -0.1
0.1 -0.5 -0.2
-0.6 1.4 0.3
0.0 0.0 0.1
0.2 0.2 -0.4
-0.1 0.2 -0.1
0.0 -0.1 0.0
0.1 -0.1 -0.1
0.2 -0.4 0.3
-0.1 0.1 0.1
-0.1 0.2 0.0
0.9 0.9 0.2
-0.5 -0.6 0.1
-0.1 -0.4 -0.2
-0.6 0.1 -0.2
0.0 0.0 0.0
-0.2 -0.1 -0.8
-0.4 0.0 0.3
0.5 1.3 -0.2
0.0 -0.2 0.0
0.0 0.0 0.0
0.1 0.2 0.1
0.0 0.0 0.0
0.2 -0.2 0.0
-0.3 0.2 -0.2
-0.2 -0.3 -0.2
0.4 0.8 -0.7
-0.6 -0.2 0.2
0.8 0.8 0.4
0.0 0.1 -0.3
0.1 -0.2 -0.1
-0.2 0.1 -0.1
-0.1 -0.1 -0.1
-0.3 0.0 0.1
0.0 0.3 -0.1
-0.3 -0.1 -0.1
0.1 -0.1 0.0
0.2 -0.1 0.0
-0.3 -0.3 0.2
0.0 -0.1 0.0
0.1 0.1 0.0
0.3 -0.3 0.2
0.0 0.1 0.0
0.0 0.0 0.0
0.4 -0.2 0.7
0.0 0.1 0.1
-0.2 0.0 -0.4
0.3 -0.4 -0.1
-0.5 -0.8 1.1
0.1 0.1 0.1
0.5 0.2 0.0
0.0 0.1 0.3
0.0 0.0 0.1
-0.3 0.3 0.1
-0.1 -0.1 -0.1
0.3 -0.3 0.1
-0.6 -1.9 -1.1
0.0 0.1 -0.1

Its spin multiplicity is 5. The energy relative to the best compared isomer or geometry (same formula, charge and spin) comes out at 94.7 kJ/mol. The HOMO energy (spin up / spin down) comes out at -0.229 / -0.291 Ha. The LUMO energy (spin up / spin down) comes out at -0.21 / -3.00 eV.

=====

Computed, not measured: a molecular structure, C28H24BrLuN4O6S3 in a non-equilibrium geometry, with ωB97M-V with the def2-TZVPD basis set.

Cartesian coordinates (Å):
S: 0.5413 -3.0858 -0.7314
N: 1.3139 0.2386 0.6041
C: -3.5004 0.4883 0.3101
C: -0.1863 -5.6415 -1.0270
H: -1.2236 0.7561 1.5835
H: -3.0915 -7.1739 -1.8498
N: 0.3553 1.0172 -1.6795
Br: 0.8934 -1.0297 -3.5922
C: -4.3107 3.1460 0.3200
H: -1.1292 2.3324 4.6533
C: 1.4114 -0.4925 3.9625
O: -1.1735 1.4549 2.2566
H: 7.5877 3.0431 -1.6529
H: 1.7531 1.0842 0.9562
H: -4.2280 0.4462 2.3482
O: -0.6345 -0.9494 1.0725
C: 5.1399 2.0745 -3.7793
C: 4.9968 0.8694 -1.7020
O: -6.5788 2.2278 2.8637
C: 6.1017 1.5581 -1.2254
H: 2.0990 -1.3053 3.7534
C: 1.3519 0.0702 5.2247
N: -2.7022 0.6888 -1.9934
C: -4.0834 1.0274 1.4475
H: 3.5220 -0.1489 -4.4718
H: 4.5130 0.1137 -1.0939
C: 4.5087 1.1197 -2.9841
C: -0.3919 1.5586 4.4771
C: 1.7954 0.7767 -1.5840
C: 6.7230 2.5080 -2.0225
C: 0.6149 -0.6796 1.5774
O: -4.4645 2.6124 4.0231
C: -2.4001 -6.3642 -1.6597
C: -2.8189 -5.0673 -1.7824
H: 6.4841 1.3469 -0.2354
H: 1.2329 -1.5875 1.6101
C: -3.7340 2.6014 -0.8230
C: 6.2359 2.7692 -3.2959
C: -4.4750 2.3526 1.4385
C: 2.2338 0.1572 -2.8699
H: 2.3990 1.6443 -1.2965
C: 3.3762 0.3325 -3.5104
H: -4.6332 4.1779 0.3528
H: -3.5944 3.2121 -1.7099
H: 0.8356 -5.8455 -0.7382
C: 0.4485 1.0984 5.4733
O: -5.4758 4.4045 2.6992
S: -5.3365 2.9810 2.9252
H: -3.3471 0.0421 -2.4352
H: 4.7594 2.2781 -4.7729
C: 0.5841 -0.0348 2.9428
H: 0.3844 1.5331 6.4623
O: -0.1851 1.5031 -0.5956
C: -0.3350 0.9927 3.2076
S: -2.5228 -2.4184 -1.7404
N: 1.6270 -0.2390 -0.5743
H: -0.7473 -7.6850 -1.2113
H: -2.5045 1.4115 -2.6741
H: -3.2215 -0.5671 0.2995
C: -3.3271 1.2777 -0.8266
H: 1.9930 -0.2986 6.0144
C: -0.5820 -4.2833 -1.1175
C: -1.9370 -3.9894 -1.5275
H: 6.7165 3.5157 -3.9146
Lu: -0.7563 -0.4703 -0.7941
H: -3.8329 -4.8323 -2.0759
C: -1.0681 -6.6550 -1.2889

Force components x, y, z for each atom (eV/Å):
-0.4 -0.5 -0.3
0.4 0.0 -0.1
0.1 -0.1 -0.2
0.0 -0.2 0.0
-0.3 0.3 0.1
0.0 0.0 0.0
1.3 1.2 -0.7
0.3 -0.1 -0.2
0.2 -0.2 -0.2
0.0 0.0 0.0
0.0 0.0 -0.1
0.2 -0.1 0.1
0.0 0.0 0.0
-0.2 0.1 0.0
0.0 -0.1 0.0
0.3 -0.9 2.8
0.0 -0.1 0.0
0.0 0.0 0.0
0.0 0.0 0.1
0.0 0.0 0.0
0.0 0.0 0.0
0.1 -0.1 0.1
0.1 -0.4 0.2
0.2 0.0 -0.2
-0.1 0.0 0.0
0.1 0.0 0.0
0.1 0.0 0.1
-0.1 0.1 0.0
0.2 0.5 0.0
0.0 0.0 0.0
0.4 0.0 0.8
0.2 -0.1 0.1
-0.1 0.1 0.0
-0.1 -0.2 -0.1
0.0 0.0 0.0
0.0 0.0 0.1
0.1 0.1 0.0
0.0 0.0 0.0
-0.5 0.4 0.8
-0.2 -0.1 0.0
0.0 0.0 0.0
0.0 0.0 -0.1
0.0 0.0 0.0
0.0 0.0 0.0
0.0 0.0 0.0
0.0 0.0 -0.1
0.1 0.2 -0.1
-0.1 -0.3 -0.4
-0.1 0.1 -0.1
0.0 0.0 0.0
-0.1 0.0 -0.2
0.0 0.0 0.0
0.6 2.3 0.2
0.2 -0.1 0.1
-0.1 -0.8 0.0
0.3 -0.3 0.2
0.0 0.0 0.0
0.2 0.0 0.0
-0.1 0.0 0.0
-0.2 0.1 0.2
0.0 0.0 0.0
0.7 0.3 0.3
-0.4 0.6 -0.2
0.0 0.0 0.0
-3.2 -2.1 -3.2
0.0 0.0 0.0
0.2 0.1 0.0

The energy relative to the best compared isomer or geometry (same formula, charge and spin) comes out at 208.3 kJ/mol. The HOMO energy (spin up / spin down) comes out at -0.264 / -0.264 Ha. The LUMO energy (spin up / spin down) comes out at -4.35 / -4.08 eV.